{"formula": "C17H26N2O4", "method": "ωB97M-V with the def2-TZVPD basis set", "elements": ["O", "C", "N", "C", "H", "C", "H", "H", "C", "C", "C", "H", "H", "H", "H", "O", "C", "H", "C", "H", "O", "H", "H", "H", "C", "H", "C", "C", "O", "N", "C", "H", "C", "H", "C", "C", "H", "C", "H", "H", "H", "H", "H", "H", "C", "H", "H", "H", "H"], "xyz": [[0.02, -3.13, 1.23], [0.25, -2.28, 0.29], [1.45, -1.59, 0.03], [1.59, -0.63, -0.90], [1.04, -0.96, -1.96], [2.97, -0.55, -1.10], [3.34, -1.52, -1.38], [3.16, 0.34, -2.03], [3.74, -0.06, 0.04], [3.24, -0.88, 1.32], [2.36, -1.87, 0.91], [2.97, -2.66, 0.25], [2.03, -2.77, 1.65], [4.04, -1.04, 2.03], [2.54, -0.16, 1.74], [5.10, -0.40, 0.13], [5.82, 0.59, -0.52], [6.74, 0.80, -0.06], [4.95, 2.03, -0.27], [4.53, 2.56, -0.97], [3.67, 1.31, 0.28], [5.17, 2.69, 0.70], [5.86, 0.75, -1.60], [1.11, 0.40, -0.28], [-1.10, -1.61, -0.77], [-0.73, -1.63, -1.58], [-2.27, -2.92, -0.43], [-3.47, -1.67, -0.46], [-4.73, -2.20, -0.50], [-3.05, -0.61, -0.11], [-3.99, 0.65, -0.11], [-5.01, 0.08, -0.43], [-3.64, 1.74, -1.00], [-2.97, 1.27, -1.80], [-3.20, 2.77, -0.13], [-3.97, 2.87, 1.17], [-3.57, 3.21, 1.82], [-4.03, 1.18, 1.62], [-4.91, 0.87, 1.94], [-3.25, 0.98, 2.00], [-4.94, 2.96, 1.11], [-3.44, 3.88, -0.35], [-2.21, 2.66, 0.14], [-4.63, 1.87, -1.51], [-1.76, -0.40, -0.04], [-1.10, 0.36, -0.49], [-1.34, -0.48, 1.15], [-2.20, -3.60, -1.21], [-2.22, -3.19, 0.41]], "smiles": "O=C([C@H]1CC(=O)N(C2CCCC2)C1)N1CCC2(CC1)OCCO2", "homo_energy_ha": -0.299, "e_lumo_ev": 0.312, "total_energy_ev": -29201.7966, "e_above_lowest_kcal_mol": 498.8, "gap_ha": 0.310, "total_charge": 0}